Entry 1:
{"formula": "C30H45BrCeO2P2", "method": "the ωB97M-V functional and the def2-TZVPD basis", "elements": ["Ce", "C", "C", "C", "C", "C", "C", "H", "H", "H", "C", "H", "H", "H", "C", "H", "H", "H", "C", "H", "H", "H", "C", "H", "H", "H", "C", "C", "C", "C", "C", "C", "C", "C", "H", "H", "H", "H", "H", "H", "H", "H", "H", "H", "H", "H", "P", "C", "C", "P", "C", "C", "C", "H", "H", "H", "H", "H", "H", "H", "H", "H", "H", "H", "H", "H", "H", "Br", "C", "C", "C", "C", "C", "C", "C", "O", "O", "H", "H", "H", "H"], "coordinates": [[0.197, -0.791, 2.103], [-1.918, -1.354, 3.230], [-1.571, -2.499, 2.430], [0.125, -2.190, 4.004], [-0.876, -1.181, 4.220], [-0.302, -3.003, 2.888], [-3.120, -0.480, 3.058], [-3.410, -0.428, 1.998], [-2.912, 0.539, 3.416], [-3.990, -0.870, 3.622], [-0.790, -0.115, 5.254], [-1.681, 0.516, 5.248], [0.078, 0.543, 5.091], [-0.671, -0.562, 6.252], [1.446, -2.246, 4.686], [1.299, -2.572, 5.723], [1.955, -1.267, 4.719], [2.126, -2.945, 4.186], [0.521, -4.054, 2.225], [0.477, -4.986, 2.808], [1.583, -3.757, 2.157], [0.151, -4.264, 1.211], [-2.302, -2.995, 1.228], [-2.387, -4.094, 1.260], [-1.780, -2.742, 0.283], [-3.315, -2.576, 1.204], [-1.234, 1.973, -0.781], [-2.323, 1.202, -0.641], [-2.661, -0.106, -1.283], [-1.712, -0.627, -2.379], [-0.370, -1.093, -1.961], [0.801, -0.427, -1.850], [1.053, 1.016, -1.565], [-0.192, 1.907, -1.847], [-3.669, 0.012, -1.726], [-1.638, 0.129, -3.197], [-2.739, -0.904, -0.516], [-0.655, 1.542, -2.816], [-1.069, 2.763, -0.026], [-3.040, 1.489, 0.141], [0.165, 2.940, -2.006], [1.437, 1.236, -0.541], [1.719, -1.035, -1.877], [1.870, 1.340, -2.244], [-2.209, -1.496, -2.845], [-0.307, -2.181, -1.811], [-0.791, 1.291, -4.735], [-1.045, 3.066, -4.875], [-2.048, 0.377, -5.674], [1.536, -0.830, -4.757], [0.915, 0.905, -5.214], [0.740, -1.812, -6.102], [3.192, -0.625, -5.544], [-0.206, 3.602, -4.406], [-1.975, 3.337, -4.353], [-1.131, 3.345, -5.933], [-2.128, 0.786, -6.696], [-3.022, 0.518, -5.172], [-1.835, -0.702, -5.720], [3.084, -0.384, -6.610], [3.755, -1.562, -5.440], [3.730, 0.188, -5.037], [1.604, 1.585, -4.678], [1.057, 1.078, -6.300], [1.229, -2.797, -6.116], [0.893, -1.334, -7.079], [-0.331, -1.940, -5.906], [-0.491, 2.837, 3.302], [1.203, 2.868, 4.290], [1.288, 3.344, 5.602], [2.359, 2.919, 6.411], [3.309, 2.037, 5.894], [3.291, 1.675, 4.549], [2.280, 2.182, 3.721], [2.151, 1.801, 2.265], [2.206, 2.607, 1.348], [1.954, 0.474, 2.126], [0.513, 3.992, 6.002], [2.410, 3.211, 7.461], [4.099, 1.638, 6.530], [4.044, 1.015, 4.114]], "lumo_energy_ha": [-0.1102, -0.1089], "s_squared": 0.751, "charge": 1, "orbital_gap_ev": [5.96, 6.00], "fmax_ev_per_a": 7.1, "total_energy_ev": -137476.09070, "spin_multiplicity": 2}

Entry 2:
{"formula": "C57H43AsCaClF6GeN4O4", "method": "the ωB97M-V functional and the def2-TZVPD basis", "elements": ["Ca", "C", "C", "N", "C", "C", "C", "C", "C", "C", "C", "N", "C", "C", "C", "C", "C", "C", "C", "C", "N", "C", "H", "H", "H", "H", "H", "H", "H", "H", "H", "H", "H", "H", "C", "C", "C", "C", "N", "C", "C", "C", "C", "C", "C", "C", "H", "H", "H", "H", "H", "H", "H", "H", "Cl", "C", "C", "C", "C", "O", "C", "C", "O", "C", "H", "H", "H", "H", "F", "As", "F", "F", "F", "F", "F", "O", "C", "O", "C", "C", "Ge", "C", "C", "C", "C", "C", "C", "C", "C", "C", "C", "C", "C", "C", "C", "C", "C", "C", "C", "H", "H", "H", "H", "H", "H", "H", "H", "H", "H", "H", "H", "H", "H", "H", "H", "H", "H", "H"], "coordinates": [[-0.896, -0.915, 0.305], [-4.380, -0.343, -2.757], [-3.582, -0.283, -1.603], [-2.581, -1.107, -1.385], [-2.306, -2.082, -2.278], [-3.035, -2.195, -3.494], [-4.095, -1.287, -3.702], [-2.657, -3.150, -4.458], [-1.526, -3.895, -4.234], [-0.827, -3.833, -3.028], [-1.238, -3.012, -1.970], [-0.732, -2.933, -0.722], [-0.016, -3.890, -0.093], [0.138, -5.223, -0.488], [1.013, -6.094, 0.171], [1.744, -5.694, 1.258], [1.512, -4.413, 1.800], [2.130, -3.973, 2.987], [1.767, -2.776, 3.536], [0.776, -2.020, 2.897], [0.228, -2.368, 1.758], [0.595, -3.528, 1.172], [-5.185, 0.369, -2.888], [-3.763, 0.470, -0.845], [-4.645, -1.339, -4.636], [-3.224, -3.246, -5.377], [-1.162, -4.559, -5.011], [0.086, -4.402, -2.927], [-0.443, -5.607, -1.313], [1.124, -7.106, -0.204], [2.439, -6.366, 1.748], [2.868, -4.606, 3.467], [2.199, -2.428, 4.465], [0.408, -1.108, 3.353], [-2.169, 1.633, 3.691], [-3.538, 1.445, 3.795], [-4.139, 0.460, 3.035], [-3.357, -0.320, 2.185], [-2.042, -0.124, 2.085], [-1.473, 0.826, 2.810], [-3.928, -1.421, 1.389], [-5.286, -1.472, 1.054], [-5.806, -2.558, 0.373], [-4.987, -3.623, 0.018], [-3.628, -3.571, 0.301], [-3.140, -2.467, 0.947], [-1.654, 2.396, 4.258], [-4.131, 2.064, 4.456], [-5.205, 0.300, 3.105], [-0.411, 0.969, 2.653], [-5.931, -0.640, 1.308], [-6.862, -2.584, 0.132], [-5.399, -4.488, -0.487], [-2.983, -4.394, 0.023], [7.046, -1.756, -1.757], [5.306, -1.623, -1.932], [4.719, -1.924, -3.181], [3.378, -1.774, -3.357], [2.488, -1.294, -2.309], [1.287, -1.080, -2.532], [3.139, -1.098, -1.017], [2.380, -0.780, 0.146], [1.179, -0.535, 0.222], [4.532, -1.245, -0.876], [5.351, -2.281, -3.985], [2.919, -1.990, -4.314], [2.981, -0.765, 1.085], [4.987, -1.039, 0.087], [-1.998, -2.499, 3.827], [-2.331, -4.112, 4.382], [-2.434, -4.780, 2.792], [-4.039, -3.738, 4.364], [-2.711, -5.703, 5.041], [-2.202, -3.513, 6.037], [-0.635, -4.501, 4.424], [-2.814, 2.215, 0.350], [-1.741, 2.161, -0.276], [-0.757, 1.390, -0.079], [-1.580, 3.145, -1.460], [-0.175, 3.120, -2.046], [1.264, 3.750, -0.841], [1.401, 3.432, 1.102], [1.954, 2.218, 1.503], [2.157, 1.939, 2.845], [1.813, 2.876, 3.810], [1.277, 4.094, 3.420], [1.080, 4.374, 2.073], [2.992, 3.062, -1.528], [4.201, 3.736, -1.357], [5.387, 3.214, -1.851], [5.392, 1.985, -2.500], [4.206, 1.280, -2.636], [3.019, 1.817, -2.157], [1.197, 5.743, -1.041], [0.092, 6.437, -0.543], [-0.029, 7.812, -0.689], [0.962, 8.534, -1.338], [2.063, 7.864, -1.851], [2.168, 6.486, -1.712], [-1.886, 4.138, -1.122], [-2.300, 2.829, -2.222], [-0.114, 3.738, -2.947], [0.055, 2.090, -2.321], [2.207, 1.483, 0.752], [2.574, 0.981, 3.137], [1.950, 2.655, 4.862], [1.007, 4.833, 4.166], [0.678, 5.339, 1.789], [4.219, 4.675, -0.814], [6.313, 3.763, -1.726], [6.318, 1.575, -2.884], [4.202, 0.304, -3.109], [2.101, 1.243, -2.252], [-0.695, 5.890, -0.034], [-0.900, 8.326, -0.298], [0.873, 9.608, -1.454], [2.842, 8.416, -2.363], [3.023, 5.977, -2.139]], "lumo_energy_ha": [0.1405, 0.1405], "s_squared": 0.761, "charge": -2, "orbital_gap_ev": [5.83, 5.86], "relative_energy_ev": 2.222, "fmax_ev_per_a": 2.0, "total_energy_ev": -238587.86335, "spin_multiplicity": 2}